(1)
{"formula": "C39H77BFN4O5Si", "method": "wB97M-V/def2-TZVPD", "molar_mass_g_mol": 740.0, "gap_ev": 6.048, "total_charge": 1, "total_energy_ev": -69145.665, "homo_ev": -9.70, "elements": ["C", "B", "O", "N", "C", "C", "C", "C", "C", "F", "C", "C", "C", "O", "O", "C", "C", "C", "C", "C", "C", "C", "C", "C", "Si", "C", "C", "C", "C", "C", "C", "C", "C", "C", "O", "N", "O", "H", "H", "H", "H", "H", "H", "H", "H", "H", "H", "H", "H", "H", "H", "H", "H", "H", "H", "H", "H", "H", "H", "H", "H", "H", "H", "H", "H", "H", "H", "H", "H", "H", "H", "H", "H", "H", "H", "H", "H", "H", "H", "H", "H", "H", "H", "H", "C", "C", "N", "C", "C", "C", "C", "H", "H", "H", "H", "H", "H", "H", "H", "H", "H", "H", "H", "H", "H", "H", "C", "C", "N", "C", "C", "C", "C", "H", "H", "H", "H", "H", "H", "H", "H", "H", "H", "H", "H", "H", "H", "H"], "positions_angstrom": [[-0.52, 4.95, 4.57], [-0.52, 4.69, 2.98], [0.24, 5.63, 2.16], [-1.23, 3.51, 2.28], [-2.30, 4.12, 1.41], [-2.61, 3.24, 0.06], [-1.79, 3.96, -1.13], [-1.36, 3.04, -2.36], [0.26, 2.97, -2.49], [-1.79, 3.73, -3.58], [-2.27, 1.70, 0.30], [-3.34, 1.18, 1.42], [-4.85, 1.17, 0.82], [-5.73, 2.00, 1.12], [-5.16, 0.08, -0.08], [-0.74, 1.48, 0.74], [-0.44, 0.09, 1.49], [-0.95, -1.09, 0.52], [-0.03, -2.42, 0.55], [1.02, -2.40, -0.67], [0.75, -3.56, -1.78], [2.03, -4.56, -1.76], [1.74, -5.96, -2.54], [2.80, -6.25, -3.72], [2.19, -5.77, -5.47], [0.29, -5.39, -5.52], [2.42, -7.28, -6.68], [3.05, -4.18, -6.18], [3.23, -4.11, -7.71], [3.89, -2.84, -8.34], [4.35, -1.60, -7.48], [4.17, -1.71, -5.93], [3.51, -2.99, -5.30], [-0.17, 2.77, 1.54], [0.97, 2.41, 2.40], [2.00, 2.19, 1.50], [2.99, 1.89, 2.09], [-0.93, 4.09, 5.20], [0.57, 5.22, 4.87], [-1.12, 5.92, 4.75], [-0.33, 6.39, 1.89], [-1.59, 2.90, 3.04], [-2.13, 5.23, 1.17], [-3.29, 4.08, 2.01], [-3.73, 3.44, -0.15], [-0.89, 4.56, -0.71], [-2.49, 4.78, -1.56], [-1.85, 2.01, -2.40], [0.77, 3.72, -1.77], [0.68, 1.94, -2.19], [0.61, 3.17, -3.57], [-2.45, 1.02, -0.60], [-3.30, 1.77, 2.39], [-3.15, 0.08, 1.71], [-4.52, 0.10, -0.84], [-0.12, 1.45, -0.24], [0.67, -0.08, 1.69], [-1.08, 0.07, 2.46], [-0.94, -0.67, -0.55], [-2.03, -1.44, 0.72], [-0.76, -3.31, 0.38], [0.48, -2.60, 1.56], [1.00, -1.37, -1.19], [2.08, -2.52, -0.22], [0.66, -3.06, -2.82], [-0.24, -4.10, -1.57], [2.29, -4.78, -0.65], [2.96, -4.06, -2.22], [1.92, -6.78, -1.74], [0.65, -6.03, -2.85], [3.80, -5.75, -3.41], [2.99, -7.39, -3.71], [-0.32, -6.28, -5.17], [0.13, -4.48, -4.81], [0.05, -5.03, -6.57], [1.53, -7.98, -6.46], [2.30, -6.93, -7.76], [3.38, -7.86, -6.48], [2.93, -4.95, -8.41], [4.01, -2.76, -9.47], [4.81, -0.68, -7.99], [4.50, -0.81, -5.29], [3.37, -3.04, -4.17], [0.29, 3.46, 0.74], [-5.15, -7.03, -3.62], [-5.57, -5.86, -2.73], [-4.64, -5.59, -1.64], [-5.17, -4.67, -0.65], [-5.47, -3.23, -1.09], [-3.25, -5.35, -2.03], [-2.96, -4.21, -3.00], [-4.99, -7.94, -3.03], [-5.94, -7.24, -4.35], [-4.24, -6.81, -4.18], [-6.54, -6.12, -2.30], [-5.73, -4.98, -3.36], [-4.50, -4.63, 0.22], [-6.10, -5.10, -0.25], [-4.56, -2.65, -1.20], [-6.08, -2.73, -0.33], [-6.03, -3.20, -2.03], [-2.85, -6.28, -2.46], [-2.64, -5.21, -1.12], [-3.66, -4.18, -3.84], [-1.96, -4.33, -3.42], [-2.98, -3.24, -2.50], [3.60, 6.26, 5.48], [3.94, 6.02, 6.95], [4.53, 7.18, 7.61], [5.09, 6.86, 8.92], [4.14, 6.41, 10.02], [3.76, 8.42, 7.55], [2.34, 8.41, 8.11], [4.48, 6.60, 4.92], [3.26, 5.33, 5.02], [2.81, 7.00, 5.35], [4.65, 5.20, 6.98], [3.03, 5.67, 7.46], [5.66, 7.73, 9.29], [5.85, 6.08, 8.78], [3.55, 7.23, 10.42], [4.71, 5.99, 10.85], [3.45, 5.63, 9.67], [3.70, 8.74, 6.50], [4.32, 9.22, 8.03], [1.77, 7.52, 7.81], [1.79, 9.28, 7.74], [2.33, 8.47, 9.20]], "mulliken_charge": [-0.6618, 0.4635, -0.5367, 0.4818, -1.3421, 0.2566, -1.2648, 0.6893, -0.9199, -0.4036, -0.4876, -0.2891, -0.0575, -0.5221, -0.3833, 0.6747, -0.6121, -0.3289, -0.8121, -0.4476, 0.3909, -0.7875, -0.3360, -0.6457, 0.1104, -0.8209, -1.0282, 0.6564, -0.4815, -0.3995, -0.4380, -0.4541, 0.0655, -0.9478, -0.2684, 0.2171, -0.3897, 0.3500, 0.1216, 0.2976, 0.3187, 0.5755, 0.2663, 0.3852, 0.6955, 0.3516, 0.4896, 0.1279, 0.1983, 0.1282, 0.3792, 0.9430, 0.1564, 0.3792, 0.3603, -0.3677, 0.5121, 0.2368, 0.2094, 0.1142, 0.2374, 0.4570, 0.1053, 0.4315, 0.2166, -0.5539, 0.3868, 0.3255, 0.3372, 0.0274, 0.4037, 0.3362, 0.2521, 0.0102, 0.4136, 0.2849, 0.2637, 0.2971, 0.0898, 0.2934, 0.3050, 0.2927, 0.0688, 0.4902, -1.3905, -0.3398, 0.2106, -0.8487, -0.5225, -0.8670, -0.0573, 0.3327, 0.4331, 0.2564, 0.4614, 0.2609, 0.3594, 0.3954, -0.1161, 0.3972, 0.2964, 0.3158, 0.2843, 0.3726, -0.1883, -0.0024, -1.3930, -0.2717, 0.0832, -0.6840, -0.9468, -0.6965, -0.8928, 0.3468, 0.3891, 0.2784, 0.4350, 0.2085, 0.3494, 0.3958, 0.2193, 0.3942, 0.2655, 0.3475, 0.3577, 0.1980, 0.3625, 0.2697]}

***

(2)
{"formula": "C39H77O5PS2", "method": "wB97M-V/def2-TZVPD", "molar_mass_g_mol": 721.1, "gap_ev": 7.695, "smiles": "CCCCCCCCCCCCCCCCC1=C(S)C(=O)C(CCC(C)C)=C([PH2]=S)C1=O.CCOCC.CCOCC.CCOCC", "total_charge": 0, "total_energy_ev": -82885.837, "homo_ev": -8.99, "elements": ["C", "C", "C", "C", "C", "C", "C", "C", "C", "C", "C", "C", "C", "C", "C", "C", "C", "C", "S", "C", "O", "C", "C", "C", "C", "C", "C", "C", "P", "S", "C", "O", "H", "H", "H", "H", "H", "H", "H", "H", "H", "H", "H", "H", "H", "H", "H", "H", "H", "H", "H", "H", "H", "H", "H", "H", "H", "H", "H", "H", "H", "H", "H", "H", "H", "H", "H", "H", "H", "H", "H", "H", "H", "H", "H", "H", "H", "H", "H", "C", "C", "O", "C", "C", "H", "H", "H", "H", "H", "H", "H", "H", "H", "H", "C", "C", "O", "C", "C", "H", "H", "H", "H", "H", "H", "H", "H", "H", "H", "C", "C", "O", "C", "C", "H", "H", "H", "H", "H", "H", "H", "H", "H", "H"], "positions_angstrom": [[-13.37, -0.05, 3.24], [-12.51, -1.29, 2.89], [-13.46, -2.49, 2.69], [-12.77, -3.87, 2.79], [-11.37, -3.95, 2.11], [-10.24, -3.87, 3.15], [-8.84, -4.13, 2.55], [-8.03, -2.83, 2.27], [-6.78, -2.68, 3.17], [-5.55, -2.13, 2.41], [-4.88, -0.91, 3.08], [-3.53, -1.21, 3.74], [-2.40, -1.53, 2.76], [-1.88, -0.28, 1.98], [-0.40, -0.02, 2.23], [0.57, -1.00, 1.48], [1.35, -0.22, 0.46], [0.97, 0.05, -0.77], [-0.54, -0.54, -1.51], [1.89, 0.92, -1.61], [1.42, 1.69, -2.37], [3.37, 0.75, -1.38], [4.41, 0.91, -2.46], [3.85, 1.34, -3.84], [4.90, 1.05, -4.93], [6.03, 2.07, -4.95], [4.17, 1.08, -6.29], [3.74, 0.46, -0.14], [5.51, 0.21, 0.27], [6.51, 1.87, 0.39], [2.68, 0.33, 0.91], [2.83, 0.64, 2.05], [-14.02, -0.34, 4.06], [-14.00, 0.20, 2.39], [-12.74, 0.80, 3.54], [-11.85, -1.50, 3.73], [-11.92, -1.08, 2.00], [-14.00, -2.38, 1.75], [-14.19, -2.45, 3.50], [-13.41, -4.58, 2.27], [-12.68, -4.19, 3.83], [-11.30, -4.93, 1.64], [-11.26, -3.17, 1.36], [-10.44, -4.65, 3.89], [-10.23, -2.92, 3.68], [-8.94, -4.71, 1.63], [-8.31, -4.78, 3.25], [-8.71, -1.97, 2.38], [-7.76, -2.86, 1.22], [-7.07, -2.08, 4.03], [-6.52, -3.67, 3.54], [-4.82, -2.93, 2.25], [-5.89, -1.82, 1.43], [-4.80, -0.05, 2.41], [-5.55, -0.59, 3.89], [-3.67, -2.10, 4.37], [-3.27, -0.39, 4.42], [-2.71, -2.29, 2.04], [-1.56, -1.90, 3.35], [-2.42, 0.60, 2.36], [-2.14, -0.36, 0.93], [-0.15, -0.01, 3.30], [-0.19, 1.00, 1.88], [1.25, -1.42, 2.23], [0.04, -1.84, 1.03], [-0.38, -1.85, -1.79], [5.03, 0.02, -2.56], [5.07, 1.72, -2.16], [2.92, 0.83, -4.08], [3.68, 2.42, -3.82], [5.32, 0.05, -4.76], [6.63, 1.92, -5.86], [5.69, 3.10, -4.98], [6.74, 1.94, -4.13], [3.43, 0.27, -6.31], [4.89, 1.00, -7.10], [3.61, 2.02, -6.35], [5.47, -0.53, 1.47], [5.99, -0.66, -0.73], [8.42, 5.16, 0.44], [9.08, 4.48, 1.63], [10.48, 4.35, 1.51], [11.21, 5.56, 1.38], [11.05, 6.51, 2.56], [8.65, 4.62, -0.48], [7.34, 5.18, 0.57], [8.77, 6.18, 0.31], [8.69, 3.46, 1.72], [8.82, 4.99, 2.56], [10.96, 6.06, 0.44], [12.26, 5.27, 1.30], [10.02, 6.83, 2.68], [11.67, 7.39, 2.42], [11.35, 6.01, 3.48], [11.18, 2.41, -0.80], [10.99, 2.52, -2.31], [12.07, 3.13, -2.98], [13.33, 2.49, -2.86], [13.35, 1.07, -3.39], [11.34, 3.39, -0.37], [10.30, 1.96, -0.34], [12.04, 1.79, -0.55], [10.11, 3.14, -2.51], [10.78, 1.53, -2.75], [13.67, 2.53, -1.82], [14.03, 3.10, -3.44], [12.67, 0.42, -2.84], [14.35, 0.65, -3.31], [13.05, 1.05, -4.44], [-4.29, -3.00, -1.83], [-5.59, -3.76, -2.00], [-6.74, -2.96, -1.82], [-6.89, -1.85, -2.69], [-6.96, -2.23, -4.16], [-4.24, -2.55, -0.84], [-3.44, -3.68, -1.95], [-4.18, -2.20, -2.56], [-5.65, -4.55, -1.25], [-5.63, -4.25, -2.98], [-6.09, -1.12, -2.51], [-7.82, -1.36, -2.40], [-6.05, -2.71, -4.50], [-7.12, -1.34, -4.77], [-7.79, -2.92, -4.33]], "mulliken_charge": [-1.4619, 0.1364, -0.7463, -0.8419, -0.4825, -0.5642, -1.1111, -0.1802, -0.8115, -0.0928, -0.8296, -1.1562, -0.3530, -0.5131, -0.9708, -1.0424, 0.0470, 0.4009, -0.2464, -0.0414, -0.5359, 0.6506, -1.0126, -0.9954, 0.6609, -1.5217, -1.5633, 0.5240, 0.1975, -0.3707, -0.1379, -0.5612, 0.3422, 0.3449, 0.3986, 0.1232, 0.2800, 0.3160, 0.3521, 0.2971, 0.4173, 0.4597, 0.2041, 0.3533, 0.1425, 0.3992, 0.4706, 0.3491, 0.0871, 0.2609, 0.3391, 0.3322, 0.0011, 0.3750, 0.4444, 0.3899, 0.3662, 0.2357, 0.4912, 0.4803, 0.1391, 0.4179, 0.4207, 0.3779, 0.5873, 0.1748, 0.5054, 0.3826, 0.4758, 0.3353, 0.2163, 0.4325, 0.3066, 0.3740, 0.3790, 0.4423, 0.3184, 0.1044, 0.0471, -0.9530, -0.2457, -0.4106, -0.2827, -1.2224, 0.1007, 0.3983, 0.3886, 0.1941, 0.3223, 0.3488, 0.3761, 0.2713, 0.4077, 0.3054, -0.8730, -0.3300, -0.4462, -0.2908, -1.0423, 0.2220, 0.3402, 0.3519, 0.2530, 0.2588, 0.2828, 0.3498, 0.2698, 0.3884, 0.2779, -0.8321, -0.5398, -0.3766, -0.3188, -1.0866, 0.1673, 0.4464, 0.2818, 0.3582, 0.3250, 0.3093, 0.3411, 0.2689, 0.3930, 0.2879]}

***

(3)
{"formula": "C39H78BrFN3O14P4", "method": "wB97M-V/def2-TZVPD", "molar_mass_g_mol": 1035.9, "gap_ev": 7.984, "total_charge": 1, "total_energy_ev": -184748.910, "homo_ev": -11.24, "elements": ["C", "C", "C", "F", "C", "C", "C", "C", "N", "C", "C", "O", "C", "C", "C", "C", "C", "O", "C", "C", "C", "C", "C", "O", "C", "N", "C", "C", "C", "N", "P", "P", "O", "O", "O", "C", "C", "C", "C", "Br", "H", "H", "H", "H", "H", "H", "H", "H", "H", "H", "H", "H", "H", "H", "H", "H", "H", "H", "H", "H", "H", "H", "H", "H", "H", "H", "H", "H", "H", "H", "H", "H", "H", "H", "H", "H", "H", "H", "H", "H", "H", "H", "H", "H", "H", "H", "H", "H", "O", "P", "O", "C", "C", "O", "C", "C", "O", "C", "C", "H", "H", "H", "H", "H", "H", "H", "H", "H", "H", "H", "H", "H", "H", "H", "O", "P", "O", "C", "C", "O", "C", "C", "O", "C", "C", "H", "H", "H", "H", "H", "H", "H", "H", "H", "H", "H", "H", "H", "H", "H"], "positions_angstrom": [[-4.33, -1.85, -0.63], [-3.10, -1.81, -1.61], [-2.06, -0.69, -1.36], [-2.70, 0.54, -1.62], [-1.22, -0.73, -0.02], [-0.88, -2.22, 0.22], [-0.15, -2.90, -0.84], [0.19, -4.26, -0.68], [-0.01, -5.11, 0.36], [-0.65, -4.42, 1.32], [-1.10, -3.08, 1.34], [0.10, -0.22, -0.42], [0.19, 1.21, -0.50], [1.61, 1.43, -1.15], [1.90, 2.87, -1.67], [3.33, 3.30, -1.14], [4.50, 2.74, -2.01], [4.49, 1.31, -2.15], [5.47, 0.67, -1.35], [0.01, 1.98, 0.90], [-0.82, 3.25, 0.60], [-1.64, 3.89, 1.78], [-2.13, 5.31, 1.27], [-2.78, 5.96, 2.37], [-1.84, 6.66, 3.19], [1.35, 2.20, 1.40], [1.58, 3.25, 2.11], [1.40, 3.18, 3.68], [2.09, 4.61, 1.59], [-0.66, 0.96, 1.85], [0.56, -0.03, 2.73], [-0.03, -0.26, 4.84], [-0.76, -1.52, 5.09], [1.41, -0.36, 5.67], [-0.77, 1.07, 5.44], [-1.74, 0.14, 1.14], [-2.75, -0.48, 2.15], [-3.91, 0.40, 2.68], [-3.54, 1.35, 3.89], [-4.95, 1.42, 1.36], [-4.34, -0.98, 0.06], [-5.31, -1.99, -1.13], [-4.20, -2.75, 0.02], [-3.54, -1.59, -2.62], [-2.69, -2.83, -1.70], [-1.30, -0.81, -2.18], [0.14, -2.37, -1.76], [0.72, -4.72, -1.55], [-0.84, -5.00, 2.25], [-1.60, -2.67, 2.23], [-0.52, 1.57, -1.29], [2.42, 0.97, -0.53], [1.57, 0.77, -2.06], [2.02, 2.83, -2.78], [1.12, 3.63, -1.47], [3.46, 2.93, -0.10], [3.47, 4.41, -1.09], [5.45, 3.00, -1.47], [4.53, 3.19, -3.02], [5.58, -0.37, -1.76], [5.15, 0.53, -0.29], [6.48, 1.13, -1.41], [-1.57, 3.03, -0.20], [-0.21, 4.08, 0.17], [-2.57, 3.30, 1.91], [-1.08, 4.09, 2.71], [-2.91, 5.14, 0.50], [-1.30, 5.91, 0.83], [-2.41, 7.45, 3.73], [-1.10, 7.18, 2.55], [-1.38, 5.98, 3.95], [1.56, 4.19, 4.12], [2.12, 2.46, 4.13], [0.34, 2.92, 3.86], [1.81, 4.80, 0.53], [3.17, 4.78, 1.79], [1.55, 5.40, 2.18], [-1.19, 1.42, 2.61], [0.57, -1.38, 2.27], [2.05, -0.75, 5.04], [-0.27, 1.35, 6.24], [-2.33, 0.97, 0.65], [-3.19, -1.43, 1.76], [-2.17, -0.81, 3.05], [-4.64, -0.30, 3.14], [-3.27, 0.76, 4.79], [-2.83, 2.16, 3.62], [-4.50, 1.87, 4.14], [3.43, -9.97, 2.99], [3.19, -9.91, 1.50], [4.60, -10.55, 0.96], [4.79, -11.96, 1.06], [4.01, -12.71, 0.00], [3.55, -8.31, 1.28], [3.39, -7.38, 2.34], [4.72, -7.11, 3.02], [2.59, -9.91, -0.07], [1.16, -9.72, -0.21], [0.75, -8.29, 0.08], [4.52, -12.30, 2.06], [5.86, -12.15, 0.93], [2.94, -12.62, 0.17], [4.27, -13.77, 0.00], [4.21, -12.30, -0.99], [2.64, -7.72, 3.06], [3.01, -6.45, 1.91], [5.22, -8.03, 3.32], [4.59, -6.49, 3.91], [5.40, -6.60, 2.34], [0.63, -10.42, 0.43], [0.92, -9.97, -1.25], [0.83, -8.07, 1.15], [-0.29, -8.12, -0.21], [1.38, -7.58, -0.45], [-0.70, 4.62, -4.08], [-1.82, 5.59, -4.36], [-2.19, 6.05, -2.82], [-1.32, 6.96, -2.16], [-1.50, 8.38, -2.67], [-3.02, 4.48, -4.58], [-2.72, 3.16, -5.03], [-2.67, 2.20, -3.87], [-2.87, 6.75, -4.96], [-2.77, 7.07, -6.36], [-3.30, 5.96, -7.25], [-0.28, 6.64, -2.28], [-1.56, 6.92, -1.10], [-1.17, 8.48, -3.70], [-0.92, 9.09, -2.06], [-2.55, 8.67, -2.64], [-1.79, 3.15, -5.60], [-3.52, 2.86, -5.72], [-2.01, 2.55, -3.08], [-2.33, 1.21, -4.20], [-3.66, 2.08, -3.42], [-1.73, 7.30, -6.61], [-3.36, 7.97, -6.52], [-2.63, 5.09, -7.24], [-3.38, 6.30, -8.28], [-4.28, 5.62, -6.91]], "mulliken_charge": [-0.9177, -0.9438, -0.3548, -0.2912, 1.1574, 1.1988, -1.2142, -0.6199, -0.1767, -1.1902, 0.2226, -0.6385, -0.2660, -1.0684, 0.1482, -0.5806, -0.9271, -0.3251, -0.6866, 2.0826, -1.7260, 0.9459, -0.6981, -0.4673, -0.5790, -0.2432, 0.4476, -0.7443, -1.2981, 0.4826, 0.1179, 1.1636, -0.6910, -0.5543, -0.5117, 1.1558, -1.4929, -0.6503, -1.0848, -0.1119, 0.1079, 0.3706, 0.2057, 0.5876, 0.3314, 0.5098, 0.3083, 0.3643, 0.4056, 0.2124, -0.5074, 0.3257, 0.5698, 0.6420, -0.3469, 0.0695, 0.3999, 0.4772, 0.3411, 0.2423, 0.2344, 0.3507, 0.7768, 0.1272, -0.5396, -0.0671, 0.3131, 0.3370, 0.2838, 0.2370, 0.2035, 0.3916, 0.2899, 0.0350, 0.1210, 0.3402, 0.5239, 0.2920, 0.2213, 0.3766, 0.3447, -0.0762, 0.4831, 0.1392, 0.7052, 0.3023, 0.0842, 0.5069, -0.7613, 1.1592, -0.3328, -0.3281, -0.9473, -0.3894, -0.2366, -1.2711, -0.2810, -0.5703, -0.7826, 0.2841, 0.3313, 0.2282, 0.4035, 0.2368, 0.4081, 0.3067, 0.3105, 0.3662, 0.3002, 0.3225, 0.3542, 0.1340, 0.4935, 0.2712, -0.7709, 1.2224, -0.3675, 0.0616, -1.2969, -0.3611, -0.6614, -0.5516, -0.2623, -0.3733, -0.9485, 0.2125, 0.1265, 0.2848, 0.4515, 0.2737, 0.4293, 0.4222, -0.0883, 0.3336, 0.2675, 0.3267, 0.3449, 0.2251, 0.4216, 0.2449]}